Computed, not measured: a molecular structure, C4H6KO2 in a non-equilibrium geometry, with ωB97M-V/def2-TZVPD.

## Properties
HOMO (alpha / beta) = -0.2192 / -0.2804 Ha
⟨S²⟩ = 0.756
2S+1 = 2
total charge = 0
frontier orbital gap (alpha / beta) = 5.34 / 7.00 eV
ΔE to the lowest compared entry with this formula, charge and spin = 143.9 kJ/mol

The geometry in XYZ format:
```
13
Properties=species:S:1:pos:R:3:lowdin_charge:R:1
O 2.7489 -0.3573 0.5170 -0.014
C 1.7170 -0.9901 1.1166 -0.264
C 0.5578 -1.3755 0.4869 -0.171
C -0.7336 -0.8450 0.6482 -0.079
C -1.8605 -1.1964 -0.3035 -0.460
O -2.2274 -0.0903 -1.0582 -0.578
K -1.0908 1.6002 -1.7347 0.912
H 2.6017 -0.2749 -0.4323 0.090
H 1.9066 -1.1880 2.1739 0.112
H -0.8003 0.1323 1.1455 0.102
H 0.1062 -2.4527 0.7231 0.149
H -2.7083 -1.5918 0.2968 0.098
H -1.5309 -2.0441 -0.9472 0.104
```